{
  "formula": "C10H14N4O5",
  "method": "ωB97M-V/def2-TZVPD",
  "total_charge": 0,
  "homo_lumo_gap_ev": 10.02,
  "smiles": "N[C@@H](CC(=O)O)C(=O)N[C@@H](Cc1c[nH]cn1)C(=O)O",
  "de_lowest_kcal_mol": 0.0,
  "homo_ha": -0.35469,
  "energy_ha": -984.784482,
  "elements": ["N", "C", "C", "C", "O", "O", "C", "O", "N", "C", "C", "C", "C", "N", "C", "N", "C", "O", "O", "H", "H", "H", "H", "H", "H", "H", "H", "H", "H", "H", "H", "H", "H"],
  "xyz": [[-2.62829, -0.25224, 2.48674], [-2.69590, 0.33158, 1.15739], [-2.78446, 1.86392, 1.25710], [-3.46954, 2.58092, 0.09026], [-4.20063, 3.52026, 0.28308], [-3.21052, 2.14802, -1.13766], [-1.43796, -0.05034, 0.35017], [-1.37036, 0.22735, -0.85461], [-0.46752, -0.64809, 1.02534], [0.75769, -1.09391, 0.38652], [1.62845, 0.09963, -0.06758], [2.48210, -0.20856, -1.26727], [2.67445, 0.51900, -2.40473], [3.52575, -0.22341, -3.16856], [3.81641, -1.36385, -2.50859], [3.18811, -1.38139, -1.35490], [1.45222, -2.01760, 1.39582], [0.98196, -2.22734, 2.48275], [2.58879, -2.57428, 1.00838], [-3.26936, 0.22414, 3.12197], [-2.93812, -1.21051, 2.48136], [-3.51688, -0.05524, 0.58793], [-1.78827, 2.31496, 1.37825], [-3.36985, 2.18240, 2.13958], [-2.55864, 1.38727, -1.16641], [-0.58281, -0.86181, 1.99542], [0.47422, -1.67745, -0.51069], [0.97130, 0.92333, -0.33881], [2.25800, 0.42918, 0.77360], [2.26504, 1.47324, -2.72691], [3.87536, 0.03657, -4.06792], [4.47098, -2.12869, -2.89931], [2.87824, -2.28705, 0.07228]],
  "forces_ev_per_a": [[-0.40, 0.33, 0.59], [1.02, 0.17, 0.25], [-0.28, 0.48, 0.17], [0.00, 0.11, 0.12], [0.17, -0.24, -0.02], [0.22, -0.36, -0.26], [-0.56, 0.30, 0.13], [0.04, -0.07, 0.08], [0.49, 0.03, -0.71], [-0.42, -0.02, -0.35], [0.41, 0.00, -0.02], [-0.33, 0.03, 0.24], [-0.41, 0.46, 0.27], [0.28, -0.18, -0.30], [-0.19, 0.11, 0.18], [0.22, -0.27, 0.05], [0.32, -0.15, -0.32], [-0.12, 0.05, 0.15], [0.14, 0.25, -0.71], [0.31, -0.02, -0.22], [0.04, -0.35, -0.11], [-0.69, -0.12, -0.49], [-0.15, -0.19, -0.02], [0.29, -0.36, -0.34], [-0.22, 0.37, 0.22], [-0.15, -0.09, 0.61], [0.22, 0.14, 0.33], [-0.06, -0.02, 0.08], [-0.15, -0.04, -0.19], [0.20, -0.37, 0.10], [0.10, 0.03, -0.25], [-0.09, 0.07, 0.06], [-0.26, -0.08, 0.69]]
}